Entry 1:
{"formula": "C45H45BF6O4", "method": "wB97M-V/def2-TZVPD", "elements": ["C", "O", "C", "C", "C", "C", "C", "C", "C", "C", "C", "C", "C", "C", "C", "C", "C", "C", "C", "O", "C", "C", "C", "C", "C", "H", "H", "H", "H", "H", "H", "H", "H", "H", "H", "H", "H", "H", "H", "H", "H", "H", "H", "H", "H", "H", "C", "C", "C", "C", "C", "C", "O", "B", "C", "C", "C", "C", "F", "F", "F", "C", "C", "C", "F", "F", "F", "C", "C", "C", "C", "C", "C", "C", "C", "C", "O", "H", "H", "H", "H", "H", "H", "H", "H", "H", "H", "H", "H", "H", "H", "H", "H", "H", "H", "H", "H", "H", "H", "H", "H"], "xyz": [[7.827, -2.681, -4.185], [6.768, -3.263, -3.389], [5.550, -2.663, -3.364], [4.525, -3.333, -2.654], [3.242, -2.826, -2.645], [2.943, -1.567, -3.229], [1.598, -1.001, -3.182], [0.477, -1.858, -3.073], [-0.838, -1.480, -2.810], [-1.961, -2.352, -3.048], [-3.286, -1.841, -3.162], [-4.365, -2.691, -3.390], [-4.168, -4.074, -3.536], [-2.865, -4.590, -3.472], [-1.781, -3.748, -3.242], [1.432, 0.448, -3.247], [2.326, 1.285, -2.533], [2.151, 2.651, -2.499], [1.129, 3.240, -3.279], [1.008, 4.590, -3.177], [0.108, 5.285, -4.071], [0.288, 2.435, -4.076], [0.399, 1.056, -3.993], [4.003, -0.892, -3.890], [5.270, -1.433, -3.999], [8.669, -3.347, -3.983], [7.582, -2.689, -5.257], [8.065, -1.655, -3.869], [4.784, -4.256, -2.143], [2.453, -3.392, -2.152], [0.695, -2.917, -3.216], [-1.051, -0.460, -2.479], [-3.434, -0.761, -3.088], [-5.372, -2.280, -3.458], [-5.008, -4.736, -3.725], [-2.689, -5.656, -3.602], [-0.777, -4.164, -3.203], [3.156, 0.848, -1.980], [2.789, 3.300, -1.907], [0.269, 6.328, -3.799], [0.368, 5.118, -5.127], [-0.937, 4.996, -3.895], [-0.461, 2.899, -4.723], [-0.298, 0.437, -4.558], [3.824, 0.071, -4.370], [6.054, -0.914, -4.557], [2.066, 1.787, 1.226], [1.245, 1.966, 2.498], [2.223, 2.183, 3.638], [0.111, 3.097, 2.336], [-0.340, 3.640, 3.698], [0.470, 4.300, 1.484], [-0.940, 2.393, 1.712], [-0.814, 1.048, 2.204], [-1.969, 0.751, 3.357], [-3.175, 1.420, 3.297], [-4.154, 1.172, 4.259], [-5.466, 1.887, 4.125], [-6.415, 1.419, 4.980], [-5.335, 3.232, 4.360], [-5.961, 1.758, 2.852], [-3.916, 0.283, 5.300], [-2.680, -0.359, 5.361], [-2.451, -1.381, 6.438], [-1.154, -1.808, 6.478], [-2.761, -0.910, 7.682], [-3.227, -2.493, 6.224], [-1.690, -0.096, 4.420], [-1.086, -0.088, 0.770], [-2.417, 0.302, 0.187], [-0.936, -1.444, 1.362], [0.332, -2.045, 1.477], [0.477, -3.304, 2.057], [-0.641, -3.976, 2.565], [-1.894, -3.360, 2.523], [-2.046, -2.130, 1.890], [0.498, 0.790, 2.727], [2.767, 2.622, 1.089], [2.654, 0.863, 1.313], [1.422, 1.710, 0.342], [2.795, 3.105, 3.473], [1.720, 2.240, 4.608], [2.938, 1.351, 3.668], [0.430, 4.304, 4.112], [-1.250, 4.239, 3.565], [-0.550, 2.849, 4.430], [1.335, 4.821, 1.913], [0.678, 4.021, 0.447], [-0.376, 5.000, 1.490], [-3.375, 2.156, 2.516], [-4.678, 0.090, 6.044], [-0.712, -0.558, 4.528], [-0.265, 0.148, 0.072], [-2.357, 1.313, -0.236], [-2.723, -0.379, -0.614], [-3.207, 0.332, 0.948], [1.203, -1.497, 1.114], [1.463, -3.759, 2.111], [-0.532, -4.966, 3.013], [-2.766, -3.839, 2.967], [-3.034, -1.671, 1.834]], "forces_ev_per_angstrom": [[-0.25, -0.23, 0.30], [-0.52, 0.58, -0.26], [0.11, 0.20, -0.10], [0.26, 0.16, -0.33], [0.09, 0.16, -0.03], [0.33, -0.01, -0.20], [-0.19, 0.24, 0.40], [-0.30, -0.02, 0.22], [0.94, 0.05, -0.59], [-0.88, -0.84, -0.16], [0.63, -0.06, 0.26], [0.10, -0.26, -0.09], [0.59, 0.55, 0.04], [0.04, 0.29, 0.04], [-0.29, 0.29, 0.06], [0.02, 0.04, 0.02], [0.04, 0.14, -0.10], [-0.37, 0.09, -0.45], [-0.18, 0.23, 0.12], [-0.08, -0.72, -0.63], [0.26, -0.15, 0.41], [0.04, 0.37, 0.29], [0.15, -0.08, -0.02], [-0.33, 0.03, 0.00], [0.29, -0.47, 0.25], [-0.04, 0.28, -0.18], [-0.04, -0.06, 0.32], [-0.10, -0.32, 0.03], [-0.14, 0.11, -0.14], [0.24, 0.19, 0.07], [-0.21, 0.38, -0.16], [0.06, -0.21, -0.08], [-0.05, -0.35, 0.13], [0.28, -0.07, 0.01], [0.12, 0.14, 0.09], [-0.08, 0.20, 0.03], [-0.35, -0.04, 0.07], [-0.32, 0.02, 0.00], [-0.11, -0.15, -0.05], [-0.23, -0.12, -0.23], [0.04, -0.01, 0.33], [0.30, 0.08, 0.04], [0.25, -0.29, 0.33], [0.29, 0.12, 0.02], [-0.11, -0.28, 0.13], [-0.40, -0.14, 0.22], [0.12, 0.10, -0.46], [-0.17, 0.55, -0.06], [0.07, 0.19, 0.25], [0.51, -0.11, 0.31], [0.05, 0.02, 0.30], [0.23, 0.11, -0.08], [0.61, 0.46, -0.21], [-1.70, -2.12, -0.82], [1.30, 0.46, -1.11], [-0.53, -0.12, 0.33], [-0.08, -0.02, 0.15], [-0.08, 0.15, -0.03], [0.42, 0.41, -0.56], [-0.31, -0.87, -0.21], [0.10, 0.24, 0.92], [-0.04, 0.00, -0.24], [0.14, 0.09, 0.15], [0.27, -0.28, 0.02], [-1.03, 0.23, 0.16], [0.15, -0.47, -0.66], [0.53, 0.66, 0.40], [-0.55, -0.38, 0.46], [0.51, 0.95, 1.70], [-0.19, 0.02, -0.26], [-0.24, 0.01, -0.50], [-0.23, -0.14, 0.01], [-0.30, 0.13, -0.11], [0.01, 0.01, 0.20], [0.18, -0.07, -0.27], [0.20, 0.00, 0.06], [0.56, 0.71, 0.24], [-0.12, -0.09, -0.07], [-0.15, 0.14, 0.00], [0.08, 0.01, 0.16], [-0.08, -0.08, 0.11], [0.07, -0.03, -0.17], [-0.15, 0.09, 0.01], [-0.10, -0.14, 0.02], [0.12, -0.20, -0.03], [0.04, 0.13, -0.23], [-0.06, -0.04, -0.17], [0.03, 0.00, 0.10], [0.15, -0.15, -0.06], [0.16, -0.26, 0.09], [-0.01, -0.04, -0.01], [-0.19, 0.04, -0.24], [-0.06, -0.10, 0.21], [0.03, -0.11, 0.10], [-0.35, -0.11, -0.09], [0.05, -0.13, -0.25], [-0.20, -0.14, 0.08], [-0.14, 0.03, 0.04], [0.00, 0.31, -0.07], [0.21, 0.00, -0.11], [0.26, -0.13, 0.05]], "total_energy_ha": -2666.7953}



Entry 2:
{"formula": "C12H8BF7GaN3O2S", "method": "wB97M-V/def2-TZVPD", "elements": ["Ga", "F", "C", "F", "F", "C", "C", "C", "C", "N", "C", "S", "H", "H", "H", "O", "N", "N", "O", "C", "C", "C", "C", "C", "C", "H", "H", "H", "H", "H", "F", "B", "F", "F", "F"], "xyz": [[0.610, 0.949, -0.256], [-4.578, -0.691, 0.080], [-5.068, 0.594, 0.003], [-5.830, 0.861, 1.071], [-6.050, 0.575, -0.949], [-4.023, 1.707, -0.084], [-4.612, 2.958, -0.086], [-3.842, 4.117, 0.011], [-2.480, 3.972, -0.016], [-1.844, 2.769, -0.062], [-2.496, 1.622, -0.079], [-1.533, 0.145, 0.007], [-5.712, 3.016, -0.103], [-4.228, 5.134, 0.127], [-1.797, 4.832, 0.020], [2.569, 0.678, -0.195], [3.156, -0.539, 0.110], [2.279, -1.556, 0.057], [0.993, -1.373, 0.002], [2.820, -2.837, 0.112], [4.228, -2.969, 0.146], [4.776, -4.265, 0.077], [3.956, -5.366, -0.069], [2.562, -5.218, -0.090], [1.960, -3.943, 0.057], [4.906, -2.116, 0.131], [5.877, -4.378, 0.046], [4.400, -6.348, -0.134], [1.917, -6.091, -0.128], [0.881, -3.778, -0.009], [0.438, 4.728, 0.027], [1.277, 3.622, 0.078], [2.623, 3.826, 0.243], [0.727, 2.655, 0.976], [1.140, 2.706, -1.123]], "forces_ev_per_angstrom": [[0.68, -0.28, 0.78], [-0.28, 1.64, 0.03], [-0.54, -0.83, -0.13], [0.38, -0.50, 1.37], [1.38, 0.07, -0.78], [2.12, -0.77, -0.56], [-0.22, 0.08, 0.28], [0.26, 0.29, -0.09], [0.91, -0.53, 0.08], [-0.30, 0.12, -0.28], [-3.15, 1.52, 0.19], [0.56, 0.18, -0.43], [0.64, -0.02, 0.04], [-0.23, -0.57, -0.23], [-0.41, -0.46, -0.01], [-0.41, -2.35, 1.01], [-3.75, -0.04, -1.54], [0.71, 4.60, 0.71], [0.99, 0.72, -0.50], [1.24, -1.74, 0.17], [-0.09, -1.15, -0.33], [0.39, 1.23, -0.23], [-0.89, -0.07, 0.21], [-0.20, 0.83, 0.68], [0.97, -0.42, -0.68], [-0.45, -0.19, 0.15], [-0.84, 0.08, 0.15], [-0.07, -0.11, -0.10], [0.13, 0.10, -0.17], [0.47, -0.19, 0.18], [1.18, -0.99, -0.22], [0.15, 0.55, -0.34], [-1.14, 0.20, 0.06], [0.15, -0.77, 1.36], [-0.36, -0.21, -0.86]], "total_energy_ha": -3823.8657}



Entry 3:
{"formula": "C6H12O", "method": "wB97M-V/def2-TZVPD", "elements": ["C", "C", "C", "C", "C", "O", "C", "H", "H", "H", "H", "H", "H", "H", "H", "H", "H", "H", "H"], "xyz": [[-1.984, 1.831, 0.322], [-1.207, 0.543, 0.230], [0.018, 0.410, 0.742], [1.112, -0.419, 0.098], [1.840, 0.610, -0.771], [0.624, -1.431, -0.758], [0.006, -2.487, -0.055], [-2.563, 1.989, -0.602], [-1.235, 2.625, 0.376], [-2.668, 1.934, 1.171], [-1.583, -0.226, -0.443], [0.398, 1.146, 1.456], [1.814, -0.858, 0.830], [2.703, 0.189, -1.291], [2.165, 1.464, -0.164], [1.116, 0.984, -1.501], [0.769, -3.112, 0.442], [-0.593, -3.077, -0.754], [-0.734, -2.117, 0.673]], "forces_ev_per_angstrom": [[-0.07, 0.08, 0.04], [0.32, -0.03, 0.03], [-0.19, 0.08, -0.18], [0.01, 0.11, 0.14], [0.09, -0.03, -0.08], [-0.15, 0.05, -0.01], [-0.31, -0.12, 0.23], [0.16, -0.09, 0.36], [-0.32, 0.19, 0.11], [0.06, -0.16, -0.11], [0.15, 0.16, -0.06], [-0.13, 0.00, -0.24], [-0.24, 0.09, -0.04], [-0.07, -0.05, 0.08], [0.01, -0.23, -0.11], [0.19, -0.07, 0.00], [-0.37, 0.10, -0.08], [0.43, -0.06, -0.16], [0.43, -0.01, 0.09]], "smiles": "C/C=C/[C@H](C)OC", "de_lowest_kcal_mol": 39.0, "total_energy_ha": -310.9972}